Entry 1:
74
Properties=species:S:1:pos:R:3 method="wB97M-V/def2-TZVPD" energy_ha=-3991.65750 e_homo_ev=-16.432 charge=+3 multiplicity=1
Lu -1.0145 -0.2055 -0.9754
P 0.1272 0.7495 1.6186
P 0.3993 -2.4090 -0.0099
P -2.7094 -0.9835 1.1651
H 0.0068 2.5417 -3.2760
C -1.0134 2.9290 -3.0168
C -1.1547 3.1711 -1.6778
H -0.2394 3.3914 -1.0488
C 1.6895 1.7333 1.7318
C 0.5227 -0.3234 3.0789
C -0.9302 2.0066 2.4634
C 0.2958 -3.6685 -1.3527
C 2.2084 -2.6812 0.2528
C 0.0031 -3.6034 1.3495
C -3.8935 0.4209 1.3136
C -2.6944 -1.4754 2.9332
C -3.6967 -2.4074 0.5211
H -1.8257 2.8821 -3.7760
H -2.0528 3.0490 -0.9965
H 1.6686 2.5525 1.0047
H 2.5709 1.1045 1.5611
H 1.7737 2.1551 2.7360
H 1.3504 -1.0031 2.8418
H -0.3370 -0.9009 3.4312
H 0.8510 0.3218 3.9038
H -1.1331 2.8298 1.7687
H -0.3657 2.4087 3.3160
H -1.8717 1.5995 2.8477
H 0.6931 -4.6365 -1.0026
H 0.8800 -3.3474 -2.2214
H -0.7502 -3.8098 -1.6429
H 2.4052 -3.7612 0.3224
H 2.5748 -2.2154 1.1685
H 2.8050 -2.3201 -0.5819
H 0.6624 -4.4862 1.2480
H -1.0288 -3.9597 1.3011
H 0.1957 -3.1783 2.3388
H -4.9138 0.0247 1.2355
H -3.7825 1.1578 0.5039
H -3.7735 0.9474 2.2731
H -3.6955 -1.7703 3.2721
H -2.3683 -0.6591 3.5875
H -2.0377 -2.3328 3.1024
H -4.7662 -2.1210 0.5241
H -3.5561 -3.3326 1.1134
H -3.4026 -2.5829 -0.5235
C -4.8314 0.1851 -3.5435
C -5.4078 -0.8576 -4.3079
C -6.6365 -0.6209 -4.9931
C -7.2115 0.6623 -4.9914
C -6.4321 1.7612 -4.5151
C -5.1973 1.5344 -3.8778
S -3.7410 -0.0683 -2.1471
H -2.2929 0.1936 -2.5820
H -4.8767 -1.8034 -4.3467
H -7.1710 -1.4269 -5.5482
H -8.2415 0.8142 -5.4078
H -6.8294 2.7855 -4.6561
H -4.5055 2.3543 -3.6330
S 1.4664 0.5622 -1.4912
C 3.1284 0.1015 -1.1851
N 3.7090 -0.8980 -1.8973
C 5.1755 -1.1559 -1.9810
C 5.8172 -0.7535 -0.6523
C 5.3601 0.5842 -0.1484
N 3.8491 0.6658 -0.1719
H 3.1006 -1.2422 -2.6357
H 5.5293 -0.5874 -2.8501
H 5.3390 -2.2279 -2.1979
H 6.9056 -0.8167 -0.7354
H 5.5318 -1.5309 0.0679
H 5.7556 1.4297 -0.7188
H 5.7013 0.6986 0.8807
H 3.5106 1.5749 0.1397



Entry 2:
80
Properties=species:S:1:pos:R:3 method="wB97M-V/def2-TZVPD" energy_ha=-2141.76517 e_homo_ev=-8.717 multiplicity=1
C 3.2270 -1.0519 0.9719
O 2.5366 0.1743 0.8339
C 1.3105 -0.0269 0.1786
C 0.4541 1.2132 0.2564
C -0.6599 1.2154 -0.7984
C -1.3174 -0.1487 -1.0968
C -2.8517 -0.0606 -1.3043
C -3.6824 -0.3861 -0.0892
O -4.2452 -1.7089 -0.1290
N -3.2353 -2.6661 -0.3925
O -3.6742 -3.6029 -0.9124
O -4.8321 0.4300 0.0216
C -5.3770 0.0600 1.2530
O -6.5442 0.1571 1.5521
O -4.3771 -0.4338 2.0387
C -3.1599 -0.1367 1.3367
S -2.8270 1.6147 1.8007
H 3.2166 -1.5845 0.0224
H 2.7208 -1.6700 1.7114
H 4.2458 -0.8518 1.2620
H 1.4686 -0.2893 -0.8680
H 0.7853 -0.8426 0.6767
H 0.0046 1.3255 1.2376
H 1.0711 2.0894 0.0947
H -0.2445 1.5837 -1.7307
H -1.4249 1.9193 -0.5050
H -0.9198 -0.4920 -2.0405
H -1.1475 -0.8809 -0.3205
H -3.1283 0.9089 -1.6927
H -3.0982 -0.8058 -2.0494
H -2.3075 -0.6952 1.6803
H -3.0778 2.3096 0.6851
C -1.4096 -4.7207 -3.0867
O -0.1095 -5.2758 -3.0413
C 0.1516 -6.2460 -4.0486
C 1.1406 -5.7281 -5.0712
N 0.5534 -4.6754 -5.8896
C 1.5036 -3.9582 -6.7355
C 2.6157 -3.1636 -6.0603
O 2.1684 -2.0338 -5.3353
C 1.7476 -2.2876 -4.0100
H -1.5505 -4.1414 -2.1787
H -1.5355 -4.0538 -3.9482
H -2.1744 -5.5012 -3.1222
H -0.7736 -6.5728 -4.5311
H 0.5921 -7.1129 -3.5488
H 1.4455 -6.5535 -5.7210
H 2.0271 -5.3831 -4.5219
H 0.0953 -4.0073 -5.2855
H 0.9238 -3.2581 -7.3416
H 1.9573 -4.6735 -7.4285
H 3.2552 -2.7679 -6.8531
H 3.2591 -3.7910 -5.4321
H 2.3089 -3.1056 -3.5515
H 0.6767 -2.5079 -3.9619
H 1.9228 -1.3800 -3.4324
C -1.2877 2.5230 4.5504
O -0.2916 2.8388 3.5968
C -0.5021 4.0615 2.9073
C 0.5228 5.1004 3.3069
N 0.3179 5.5488 4.6770
C 1.4023 6.3653 5.2157
C 2.7834 5.7324 5.3522
O 2.8638 4.7072 6.3226
C 2.4809 3.4173 5.8818
H -1.1184 1.4964 4.8736
H -1.2306 3.1745 5.4295
H -2.2864 2.5894 4.1140
H -1.5198 4.4336 3.0631
H -0.3813 3.8511 1.8391
H 0.4381 5.9598 2.6350
H 1.5144 4.6510 3.1603
H 0.1994 4.7407 5.2724
H 1.0910 6.6899 6.2112
H 1.4915 7.2684 4.6035
H 3.4625 6.5164 5.6970
H 3.1816 5.3825 4.3921
H 2.7177 3.2593 4.8268
H 1.4155 3.2358 6.0490
H 3.0347 2.6896 6.4749



Respective frontier orbital gap values: 6.960; 8.075 eV.